Entry 1:
Below is C4H5F2N3 as an isolated structure, with properties calculated with ωB97M-V with the def2-TZVPD basis set.

```
14
Properties=species:S:1:pos:R:3:forces:R:3
N 1.851428 0.461231 0.675967 1.60 -0.62 0.02
N 0.827643 -0.143459 0.114420 -2.52 -1.12 -0.82
H -2.808665 1.010810 -0.116572 1.99 -1.28 -1.36
N 0.000516 1.694244 0.949135 0.84 0.29 -0.05
H 1.333933 -1.356578 -1.403201 1.52 -0.84 -0.16
F -1.971450 0.177964 -1.875249 0.07 -0.29 0.36
H -0.080080 -1.860987 -0.808415 -1.64 0.20 0.39
C -2.019502 0.242247 -0.560831 1.72 1.10 4.92
C 1.373462 1.575414 1.158838 -1.69 -1.09 -0.58
F -2.351341 -0.968316 0.045177 0.15 0.79 -1.46
H 1.178805 -2.106319 0.343733 1.03 -1.05 -0.10
H 2.088563 2.181860 1.650685 -0.19 1.03 0.52
C 0.848004 -1.497413 -0.459979 0.57 1.91 -0.03
C -0.271315 0.589302 0.286291 -3.45 0.97 -1.64
```
Forces are in eV/Å.

maximum force = 5.3 eV Å⁻¹
frontier orbital gap = 10.89 eV
multiplicity = 1

Results of the Löwdin charge analysis, in e, for atoms 1 through 6: 0.07, -0.18, 0.17, 0.08, 0.09, 0.09



Entry 2:
Below is C12H18MgN6 as an isolated structure, with properties calculated with ωB97M-V with the def2-TZVPD basis set.

```
37
Properties=species:S:1:pos:R:3:forces:R:3
H 5.106895 -4.024097 -0.597780 -0.18 -0.12 0.10
N 3.024432 -1.634857 -0.035532 5.64 -4.33 0.27
C 4.028724 -2.334048 -0.021330 -5.03 4.81 -0.88
H 6.220315 -2.721069 -0.482254 -0.53 0.92 0.04
N -1.283708 -2.429833 2.703188 0.00 -2.05 1.80
H -6.659529 0.763036 -1.091922 0.42 0.07 -0.20
C -1.432984 -4.327560 4.509830 0.48 0.36 0.43
Mg -0.357476 -0.025511 0.149259 0.00 0.09 0.19
H 2.904437 4.509872 4.309970 -0.66 -0.21 0.29
C 1.068542 5.269653 -2.965450 -0.58 -0.01 -0.58
H 3.932785 3.376934 3.597503 0.06 -0.28 -0.20
H 5.455227 -3.361715 0.994658 0.33 -0.16 -0.02
H -1.126094 -3.901928 5.465207 -0.15 0.16 0.08
C 5.293678 -3.099829 -0.051013 -0.83 -0.85 0.53
C 1.944767 2.730674 3.431543 -5.19 -3.37 -3.83
N -1.227132 -1.922836 -3.024312 -0.17 -0.12 -1.14
C 3.037294 3.432040 4.216500 -0.09 -0.55 -1.29
H 1.203161 6.060313 -2.227320 0.18 -0.27 0.03
H -2.188932 -3.260991 -5.872535 -0.18 0.06 0.47
C -1.341068 -2.630057 -5.605776 -0.28 -0.20 1.17
C -4.862226 1.324504 -0.087048 0.36 -0.60 0.21
H -2.450399 -4.703590 4.617396 0.26 -0.30 -0.22
H -1.389092 -1.779174 -6.285317 0.34 0.12 0.36
H -0.465616 -3.259564 -5.765211 0.16 0.34 -0.08
C -6.291724 1.338937 -0.242713 -0.50 0.07 -0.31
C -1.344000 -2.230581 -4.136995 0.29 0.13 -0.26
C -1.360737 -3.283652 3.508622 0.11 2.78 -2.53
H 3.306085 2.933535 5.147821 -0.56 0.08 0.02
N 1.077157 2.146675 2.757608 6.18 3.91 4.52
N 0.951776 2.862270 -1.939865 -0.33 1.18 -0.33
H -6.555113 2.385525 -0.395586 -0.49 -0.11 0.28
N -3.742015 1.285980 0.148178 0.97 -0.25 -0.20
H -6.749014 0.862959 0.624703 -0.03 0.48 0.19
C 0.984751 3.932379 -2.389675 0.36 -1.39 0.78
H 1.809704 5.313926 -3.763470 0.28 -0.07 0.33
H -0.647610 -5.047439 4.279472 -0.48 -0.44 -0.12
H 0.124743 5.449120 -3.480359 -0.16 0.10 0.11
```
Forces are in eV/Å.

maximum force = 8.6 eV Å⁻¹
frontier orbital gap = 5.80 eV
charge = +2
multiplicity = 1

Results of the Löwdin charge analysis, in e, for atoms 1 through 6: 0.09, 0.07, -0.21, 0.10, 0.10, 0.10



Entry 3:
Below is a 2-piece molecular cluster, C26H22O4 overall, with properties calculated with ωB97M-V with the def2-TZVPD basis set.

```
52
Properties=species:S:1:pos:R:3:forces:R:3
H 1.397217 -1.286880 -5.355331 -0.33 0.06 -0.06
H -1.329898 -0.312987 1.892253 0.02 0.39 -0.18
C -4.864176 -1.001985 -0.005879 -0.23 -0.28 0.02
H -5.294363 -0.737625 -0.975780 -0.01 0.00 0.18
H 5.049018 -0.804408 6.192985 -0.09 -0.21 -0.01
H -0.320507 -0.481071 -7.003132 -0.17 -0.06 0.26
C 1.308391 -0.083163 2.714888 0.60 -0.32 0.86
C 0.611672 -0.842372 3.692473 0.37 0.24 -0.44
C 3.378924 -0.487217 3.935256 -0.08 -0.51 0.70
H -2.034221 2.635971 -1.902537 0.46 -0.06 -0.04
C -0.591961 -0.613551 -5.954593 0.22 -0.05 0.38
C 2.679882 -1.287640 4.876185 0.20 0.37 -0.62
H -2.378299 1.145813 0.124067 0.67 0.28 0.42
H 3.264299 0.704385 2.184269 -0.16 -0.09 0.02
H -0.463238 -0.964111 3.592612 0.21 -0.09 0.12
C 0.618876 0.501304 1.584153 -0.52 0.51 -0.99
C -0.490578 1.896451 -0.573372 1.06 0.27 -1.18
H 1.961431 4.158519 -2.600262 -0.28 -0.20 0.23
C -1.297457 1.045484 0.209994 -1.63 0.59 1.07
O 1.423241 1.265273 0.795050 -0.92 -0.13 -0.06
C -1.458559 -1.009333 -1.720749 0.35 0.48 0.41
C -1.893053 -0.358736 -5.510983 0.26 -0.07 0.22
H -3.287239 0.207711 -1.779479 0.14 -0.59 0.09
C 0.052037 -1.176355 -3.687408 -0.02 0.13 -0.25
C 1.770535 2.762554 -0.976897 -0.05 0.36 -0.46
H 5.239559 -2.238812 5.127226 -0.15 0.06 0.17
H 4.459735 -0.342164 4.023857 -0.49 -0.06 -0.04
C -3.360669 -1.184288 -0.088727 0.72 0.75 0.20
H -0.457236 4.086316 -3.212838 0.13 -0.28 0.26
C 1.276186 -1.434240 4.750224 0.62 0.00 0.13
O -0.555319 -1.497554 -1.027228 -0.43 -0.20 -0.68
H 0.790193 -1.562867 -2.977688 -0.34 0.31 -0.16
C -2.691504 -0.490418 -1.175542 0.11 -0.57 -0.28
H 2.814964 2.797559 -0.663640 -0.31 -0.01 -0.19
C 4.740045 -1.843056 6.020571 -0.82 0.08 -0.22
H 4.973095 -2.455683 6.886654 0.07 0.05 -0.05
C -1.232369 -0.846492 -3.216467 0.39 -0.50 -0.47
C -0.962628 2.663851 -1.678519 0.21 0.04 0.54
C 0.887616 1.947021 -0.282429 -0.30 -0.20 0.55
C -0.090423 3.469429 -2.389055 0.03 -0.05 0.18
C -0.739435 0.389793 1.308903 0.67 -0.65 -0.16
H -3.248007 -0.366819 -3.824468 0.22 0.10 -0.12
C 0.380309 -1.049472 -5.038969 -0.44 0.13 0.20
C -2.219627 -0.498113 -4.156048 0.44 0.00 0.16
O 3.295619 -1.939675 5.895419 0.32 0.26 -0.22
C 2.699223 0.102915 2.888093 -0.58 -0.13 -0.15
O -2.768376 -1.830538 0.777874 -0.44 -0.01 -0.17
C 1.276107 3.522948 -2.032824 0.05 -0.26 0.12
H -5.141473 -0.236511 0.734257 0.18 -0.16 -0.15
H -2.654257 -0.047093 -6.222055 0.09 -0.10 0.11
H -5.272690 -1.958705 0.331796 -0.11 0.19 -0.01
H 0.749389 -2.033361 5.493839 0.12 0.18 -0.25
```
Forces are in eV/Å.

maximum force = 2.0 eV Å⁻¹
frontier orbital gap = 5.66 eV
multiplicity = 1

Results of the Löwdin charge analysis, in e, for atoms 1 through 6: 0.10, 0.11, -0.03, 0.07, 0.09, 0.10



Entry 4:
Below is a 2-piece molecular cluster, BrCl3P2 overall, with properties calculated with ωB97M-V with the def2-TZVPD basis set.

```
6
Properties=species:S:1:pos:R:3:forces:R:3
Cl -0.845359 0.996108 1.583786 -1.26 -0.11 3.66
Cl -2.037353 0.911004 -1.347776 -0.91 -0.11 -0.21
Cl 0.202565 -1.997084 1.108531 -0.21 0.11 -0.87
Br 2.924756 0.242541 -0.384524 -1.73 -1.00 -0.29
P -0.323179 0.981063 -0.219218 1.85 0.88 -3.60
P 0.078571 -1.133632 -0.740801 2.26 0.24 1.31
```
Forces are in eV/Å.

maximum force = 4.1 eV Å⁻¹
frontier orbital gap (alpha / beta) = 6.35 / 6.16 eV
multiplicity = 1

Atom-resolved charges from Löwdin, all expressed in e: 0.21, 0.07, 0.07, -0.25, -0.36, 0.27



Copy entry 2 word for word.
Below is C12H18MgN6 as an isolated structure, with properties calculated with ωB97M-V with the def2-TZVPD basis set.

```
37
Properties=species:S:1:pos:R:3:forces:R:3
H 5.106895 -4.024097 -0.597780 -0.18 -0.12 0.10
N 3.024432 -1.634857 -0.035532 5.64 -4.33 0.27
C 4.028724 -2.334048 -0.021330 -5.03 4.81 -0.88
H 6.220315 -2.721069 -0.482254 -0.53 0.92 0.04
N -1.283708 -2.429833 2.703188 0.00 -2.05 1.80
H -6.659529 0.763036 -1.091922 0.42 0.07 -0.20
C -1.432984 -4.327560 4.509830 0.48 0.36 0.43
Mg -0.357476 -0.025511 0.149259 0.00 0.09 0.19
H 2.904437 4.509872 4.309970 -0.66 -0.21 0.29
C 1.068542 5.269653 -2.965450 -0.58 -0.01 -0.58
H 3.932785 3.376934 3.597503 0.06 -0.28 -0.20
H 5.455227 -3.361715 0.994658 0.33 -0.16 -0.02
H -1.126094 -3.901928 5.465207 -0.15 0.16 0.08
C 5.293678 -3.099829 -0.051013 -0.83 -0.85 0.53
C 1.944767 2.730674 3.431543 -5.19 -3.37 -3.83
N -1.227132 -1.922836 -3.024312 -0.17 -0.12 -1.14
C 3.037294 3.432040 4.216500 -0.09 -0.55 -1.29
H 1.203161 6.060313 -2.227320 0.18 -0.27 0.03
H -2.188932 -3.260991 -5.872535 -0.18 0.06 0.47
C -1.341068 -2.630057 -5.605776 -0.28 -0.20 1.17
C -4.862226 1.324504 -0.087048 0.36 -0.60 0.21
H -2.450399 -4.703590 4.617396 0.26 -0.30 -0.22
H -1.389092 -1.779174 -6.285317 0.34 0.12 0.36
H -0.465616 -3.259564 -5.765211 0.16 0.34 -0.08
C -6.291724 1.338937 -0.242713 -0.50 0.07 -0.31
C -1.344000 -2.230581 -4.136995 0.29 0.13 -0.26
C -1.360737 -3.283652 3.508622 0.11 2.78 -2.53
H 3.306085 2.933535 5.147821 -0.56 0.08 0.02
N 1.077157 2.146675 2.757608 6.18 3.91 4.52
N 0.951776 2.862270 -1.939865 -0.33 1.18 -0.33
H -6.555113 2.385525 -0.395586 -0.49 -0.11 0.28
N -3.742015 1.285980 0.148178 0.97 -0.25 -0.20
H -6.749014 0.862959 0.624703 -0.03 0.48 0.19
C 0.984751 3.932379 -2.389675 0.36 -1.39 0.78
H 1.809704 5.313926 -3.763470 0.28 -0.07 0.33
H -0.647610 -5.047439 4.279472 -0.48 -0.44 -0.12
H 0.124743 5.449120 -3.480359 -0.16 0.10 0.11
```
Forces are in eV/Å.

maximum force = 8.6 eV Å⁻¹
frontier orbital gap = 5.80 eV
charge = +2
multiplicity = 1

Results of the Löwdin charge analysis, in e, for atoms 1 through 6: 0.09, 0.07, -0.21, 0.10, 0.10, 0.10



> Which value of maximum force does entry 3 give?

2.0 eV Å⁻¹